[1]
ORCA calculation (wB97M-V/def2-TZVPD) on the ion C12H16N3 with charge +1.

Properties
- Maximum force: 6.5 eV/Å
- Charge: +1
- SMILES: C[N+]#Cc1cccnc1CCC/C=C\N
- DFT total energy: -630.75003 a.u.

Structure (XYZ):
```
31
Properties=species:S:1:pos:R:3:forces:R:3:lowdin_charge:R:1
C -0.297 -4.012 1.695 3.35 0.87 1.97 0.025
N 0.339 -2.857 1.174 1.35 2.21 -2.32 0.159
C 0.979 -2.097 0.562 -2.23 -4.17 3.21 0.050
C 1.809 -1.129 0.215 2.75 4.39 -3.88 -0.095
C 3.069 -1.239 -0.615 -3.24 -0.39 2.50 0.054
C 3.691 -0.097 -0.991 2.20 -0.95 -1.56 -0.034
C 3.056 1.127 -0.738 0.10 -2.26 0.42 -0.072
N 1.936 1.224 -0.094 -1.57 0.85 0.51 0.133
C 1.234 0.176 0.361 1.73 -0.78 1.65 -0.204
C 0.104 0.491 1.347 -0.19 -0.21 -2.44 -0.103
C -1.297 0.414 0.652 0.62 0.13 -2.04 -0.157
C -1.191 0.756 -0.902 2.46 1.00 2.52 -0.244
C -2.494 1.116 -1.411 -1.52 -1.67 -3.61 -0.181
C -3.104 2.289 -1.302 0.48 -0.43 1.04 -0.219
N -2.581 3.272 -0.503 -0.91 1.77 -0.04 0.060
H -1.240 -4.046 1.282 -2.03 -0.89 -0.65 0.083
H 0.499 -4.729 1.457 -1.13 -0.84 -0.03 0.128
H -0.225 -3.840 2.792 -0.76 -0.54 -0.56 0.130
H 3.317 -2.271 -0.727 0.99 -0.24 -0.58 0.114
H 4.705 -0.157 -1.562 -2.07 0.25 1.15 0.162
H 3.558 1.984 -1.027 0.62 1.93 -0.57 0.106
H -0.048 -0.265 2.104 1.05 0.36 0.86 0.105
H 0.387 1.539 1.577 -0.69 -0.78 0.75 0.135
H -1.785 -0.626 0.658 0.43 1.78 0.81 0.132
H -1.810 1.279 1.065 -0.99 -0.80 0.39 0.097
H -0.689 -0.068 -1.367 -0.25 -0.82 -0.69 0.091
H -0.341 1.529 -0.962 -1.55 -0.26 -0.17 0.122
H -2.944 0.430 -2.203 0.45 0.72 1.47 0.123
H -4.113 2.409 -1.674 0.18 0.39 -0.24 0.118
H -2.866 4.226 -0.751 0.44 -0.73 0.51 0.107
H -1.656 3.172 -0.113 -0.07 0.10 -0.40 0.075
```
Positions in Å, forces in eV/Å.

---

[2]
ORCA calculation (wB97M-V/def2-TZVPD) on a cluster of 2 separate species, CH7N3O in total.

Properties
- Maximum force: 1.1 eV/Å
- SMILES: [H]/N=N/NC.O
- DFT total energy: -281.74555 a.u.

Structure (XYZ):
```
12
Properties=species:S:1:pos:R:3:forces:R:3:lowdin_charge:R:1
H -1.055 -1.114 2.317 0.13 -0.02 -0.39 0.047
N -0.513 -0.411 1.809 0.42 0.09 -0.36 -0.009
N -0.026 -0.957 0.777 -0.59 -0.48 0.78 -0.116
N 0.758 -0.211 0.062 0.29 0.60 0.12 -0.127
C 1.103 -0.610 -1.272 0.25 -0.31 -0.24 -0.078
H 0.892 0.765 0.320 -0.24 -0.18 0.14 0.133
H 0.806 0.160 -1.988 -0.07 -0.09 0.04 0.081
H 0.584 -1.542 -1.491 0.04 0.10 -0.05 0.081
H 2.181 -0.778 -1.357 -0.08 0.02 -0.06 0.075
O -1.283 1.725 0.091 0.14 0.25 -0.19 -0.090
H -2.209 1.851 -0.117 -0.14 -0.01 0.08 0.031
H -1.238 1.120 0.850 -0.16 0.03 0.13 -0.027
```
Positions in Å, forces in eV/Å.

---

[3]
ORCA calculation (wB97M-V/def2-TZVPD) on the molecule C4H11NO.

Properties
- Maximum force: 5.5 eV/Å
- SMILES: CC(C)NCO
- DFT total energy: -288.92903 a.u.

Structure (XYZ):
```
17
Properties=species:S:1:pos:R:3:forces:R:3:lowdin_charge:R:1
C 1.717 0.859 0.852 0.20 -1.78 -1.17 -0.074
C 1.076 0.351 -0.513 0.13 -0.08 1.77 -0.365
C 1.280 -1.194 -0.645 -1.10 2.39 -2.74 -0.086
N -0.474 0.641 -0.461 3.88 -0.87 3.79 0.019
C -1.151 -0.442 0.265 -2.26 -0.71 -4.66 -0.368
O -2.483 -0.085 0.410 -0.78 2.58 1.73 -0.068
H 1.528 0.114 1.666 0.10 0.80 -0.61 0.084
H 1.148 1.721 0.943 -0.80 1.90 1.20 0.029
H 2.796 1.132 0.842 -0.71 -0.45 -0.31 0.078
H 1.546 0.938 -1.367 -0.85 -0.81 0.94 0.143
H 0.822 -1.302 -1.686 1.00 -0.92 1.05 0.099
H 0.588 -1.682 0.029 0.99 -0.48 0.28 0.039
H 2.348 -1.385 -0.611 -0.17 -0.64 0.09 0.076
H -0.673 0.537 -1.374 -1.61 -0.19 -3.94 0.041
H -0.739 -0.688 1.147 1.90 -0.33 3.28 0.073
H -1.268 -1.446 -0.302 0.46 1.50 0.50 0.146
H -2.446 0.808 0.902 -0.39 -1.91 -1.19 0.133
```
Positions in Å, forces in eV/Å.

---

[4]
ORCA calculation (wB97M-V/def2-TZVPD) on a structure of composition C5H8O3Yb.

Properties
- Maximum force: 1.8 eV/Å
- Charge: +1
- Multiplicity: 2
- DFT total energy: -1579.45329 a.u.
- ⟨S²⟩: 0.754

Structure (XYZ):
```
17
Properties=species:S:1:pos:R:3:forces:R:3:lowdin_spin:R:1
Yb -2.834 1.060 0.677 -0.47 -0.52 0.40 0.001
O -1.312 -0.593 0.548 0.25 0.49 0.26 0.015
O 0.558 0.031 -0.543 0.30 0.57 0.73 0.012
C -0.055 0.987 -1.440 -0.26 -0.10 -0.39 0.001
C -0.329 2.322 -0.765 1.00 0.21 0.25 0.000
O -1.274 2.233 0.245 0.05 0.60 -0.69 0.000
C -0.070 -0.513 0.464 -0.41 -1.40 -1.08 0.039
H 0.683 1.105 -2.242 -0.20 -0.07 0.19 0.000
H -0.960 0.524 -1.860 0.09 0.14 0.05 0.000
H -0.572 3.034 -1.577 -0.21 -0.16 0.32 0.000
H 0.622 2.678 -0.325 -0.18 -0.09 -0.29 0.000
C 0.835 -1.363 1.322 0.35 0.35 0.39 0.113
C 0.834 -2.761 0.794 -0.15 -0.16 -0.26 0.719
H 1.843 -0.930 1.287 -0.28 -0.13 0.06 0.006
H 0.458 -1.325 2.352 0.04 -0.03 -0.18 0.015
H -0.007 -3.421 1.003 0.30 0.20 -0.04 0.039
H 1.579 -3.067 0.060 -0.24 0.10 0.28 0.039
```
Positions in Å, forces in eV/Å.

---

Q: Among the records above, which one has the lowest maximum force?
A: CH7N3O